# 1
The following is a DFT calculation (the ωB97M-V functional and the def2-TZVPD basis) of a structure of composition C27H54HgN3O3.

Structure (XYZ):
```
88
Properties=species:S:1:pos:R:3:lowdin_charge:R:1
Hg -0.48500 -0.54615 1.32145 0.297
C 0.90276 4.32438 -2.79738 -0.034
C 2.24546 3.73841 -3.34094 -0.517
C 3.13839 4.90378 -3.78385 -0.154
C 4.57564 4.48883 -4.26169 -0.162
C 5.25741 3.59387 -3.20146 -0.139
C 4.35703 2.51385 -2.50956 -0.484
N 3.02531 3.00487 -2.32843 -0.084
O 2.11688 2.23113 -1.45532 -0.151
C 5.06828 2.36186 -1.14550 -0.051
C 4.35817 1.16661 -3.38508 -0.017
C 1.93552 3.00017 -4.61072 -0.053
H 0.39539 4.92246 -3.55433 0.075
H 0.99624 4.96641 -1.92150 0.083
H 0.25029 3.48661 -2.55138 0.074
H 3.19325 5.73991 -3.08672 0.111
H 2.74208 5.38352 -4.67877 0.103
H 5.20973 5.36223 -4.41398 0.099
H 4.44159 3.98701 -5.21997 0.094
H 5.89696 4.15799 -2.52260 0.106
H 5.91572 2.95971 -3.79524 0.101
H 4.60421 1.47758 -0.70872 0.077
H 4.91966 3.24304 -0.52138 0.085
H 6.15330 2.26098 -1.12013 0.076
H 4.14840 1.37329 -4.43455 0.052
H 3.70485 0.36618 -3.03784 0.077
H 5.32117 0.65786 -3.42857 0.067
H 2.78183 2.54730 -5.12720 0.059
H 1.38527 3.64823 -5.29288 0.087
H 1.28024 2.16995 -4.34720 0.093
C -3.33734 2.34916 2.92481 -0.039
C -3.15272 1.80168 4.36236 -0.485
C -4.24155 0.68275 4.59885 -0.139
C -4.11228 -0.11555 5.91839 -0.176
C -2.69430 -0.70961 5.93590 -0.185
C -1.59705 0.24719 5.83682 -0.539
N -1.84763 1.12137 4.64618 -0.039
O -0.63606 1.83195 4.02583 -0.237
C -0.27037 -0.56185 5.59632 -0.040
C -1.43715 0.96311 7.16177 -0.046
C -3.45778 2.89654 5.35152 -0.062
H -4.31498 2.82590 2.85372 0.074
H -3.43560 1.48295 2.27050 0.065
H -2.61169 3.09201 2.59359 0.081
H -4.42153 -0.01490 3.78093 0.113
H -5.24062 1.09643 4.73603 0.105
H -4.82077 -0.93095 6.06421 0.108
H -4.31345 0.58058 6.73266 0.089
H -2.69658 -1.53657 5.22580 0.129
H -2.66122 -1.14819 6.93322 0.117
H 0.59380 0.10217 5.61623 0.077
H -0.38594 -1.12313 4.66911 0.045
H -0.14293 -1.35883 6.32891 0.076
H -0.74982 1.79740 7.02164 0.092
H -1.03453 0.30189 7.92910 0.080
H -2.36465 1.24043 7.66270 0.066
H -4.30660 3.52628 5.08498 0.076
H -2.71262 3.68639 5.25674 0.088
H -3.62680 2.64881 6.39945 0.067
C -2.44928 -1.86952 -2.70227 -0.041
C -1.77122 -3.30162 -2.62237 -0.481
C -0.69373 -3.26544 -3.73078 -0.166
C 0.25297 -4.46050 -3.74321 -0.185
C 0.94339 -4.70097 -2.38273 -0.128
C -0.06392 -4.71174 -1.19605 -0.521
N -1.08144 -3.61060 -1.29279 -0.048
O -2.04249 -3.42736 -0.10706 -0.285
C 0.74876 -4.50026 0.08400 -0.068
C -0.65850 -6.09811 -1.10402 -0.064
C -2.82192 -4.34361 -2.99026 -0.048
H -3.16548 -1.77116 -1.88650 0.066
H -2.86899 -1.59284 -3.66943 0.077
H -1.69437 -1.13727 -2.41591 0.068
H -0.10884 -2.35674 -3.58839 0.112
H -1.09616 -3.09083 -4.72860 0.112
H 0.93829 -4.42805 -4.59020 0.100
H -0.26935 -5.37089 -4.03728 0.095
H 1.72019 -3.94646 -2.25861 0.113
H 1.46251 -5.65275 -2.26990 0.111
H 1.43093 -5.34822 0.14499 0.073
H 0.09123 -4.54098 0.95239 0.072
H 1.31586 -3.59234 0.28935 0.067
H -0.04282 -6.87117 -0.64421 0.079
H -1.07342 -6.40911 -2.06278 0.061
H -1.48516 -6.15779 -0.39608 0.084
H -3.71077 -4.17052 -2.38356 0.080
H -2.51720 -5.38585 -2.89545 0.057
H -3.09400 -4.15465 -4.02871 0.077
```

Relative energy (zero: lowest compared OMol25 entry of this formula, charge and spin) (kcal/mol): 158.9
Charge: -1
LUMO (hartree): -0.03696

---

# 2
The following is a DFT calculation (the ωB97M-V functional and the def2-TZVPD basis) of the ion C3H5N4O with charge +1.

Structure (XYZ):
```
13
Properties=species:S:1:pos:R:3:nbo_charge:R:1
N 1.42472 0.96986 -0.51688 -0.729
C 0.35916 0.24255 -0.46919 0.640
N -0.68829 0.24669 -1.32873 -0.567
C -1.72227 -0.51638 -0.76869 0.216
N -1.38162 -1.03204 0.35882 -0.180
N -0.12708 -0.55996 0.66359 -0.276
C 0.60527 -0.61284 1.87032 0.569
O 1.70161 -0.24107 1.94041 -0.500
H 2.05668 0.86903 0.27227 0.483
H 1.43316 1.61270 -1.41064 0.459
H -1.07570 0.73327 -2.12727 0.471
H -2.63451 -0.58750 -1.17674 0.233
H 0.04887 -1.12430 2.69274 0.182
```

Relative energy (zero: lowest compared OMol25 entry of this formula, charge and spin) (kcal/mol): 0.0
Charge: +1
LUMO (hartree): -0.15402

---

# 3
The following is a DFT calculation (the ωB97M-V functional and the def2-TZVPD basis) of a structure of composition C24H24BClN4O6Ru.

Structure (XYZ):
```
61
Properties=species:S:1:pos:R:3:nbo_charge:R:1
Ru -0.69686 -0.05866 0.34588 0.939
O 1.94617 -2.88095 -3.88788 -0.635
C 0.71155 -3.31784 -3.71983 0.777
O 0.18842 -4.12863 -4.42213 -0.511
C -0.06655 -2.73115 -2.56208 -0.207
C -1.38504 -3.12062 -2.19371 0.224
Cl -2.38425 -4.21243 -2.96191 0.238
N -1.77411 -2.39411 -1.12471 -0.163
N -0.77997 -1.52441 -0.83731 -0.248
C 0.25133 -1.73522 -1.66870 0.111
C 1.41778 -0.84152 -1.35812 0.766
O 2.46784 -0.94544 -1.93870 -0.533
O 1.15886 0.01878 -0.39428 -0.660
C -2.93123 -2.37638 -0.26602 0.183
C -3.25157 -1.20298 0.41755 -0.246
C -4.36846 -1.15384 1.23318 -0.175
C -5.17333 -2.27685 1.37801 -0.173
C -4.82591 -3.45332 0.73134 -0.147
C -3.70345 -3.50958 -0.08813 -0.218
H 2.23490 -2.21547 -3.22924 0.512
H -2.71392 -0.24198 0.34153 0.164
H -4.61965 -0.23102 1.73931 0.243
H -6.05743 -2.23241 1.99853 0.252
H -5.42615 -4.34341 0.85876 0.253
H -3.44141 -4.43997 -0.56537 0.254
C -1.64079 2.42617 -3.97683 -0.644
C -1.78596 2.77521 -2.51692 0.268
C -3.11325 3.44353 -2.22553 -0.646
O -1.82606 1.47315 -1.73232 -0.744
B -1.05167 1.74181 -0.68096 1.067
O -0.44072 2.90376 -0.51279 -0.725
C -0.54672 3.51841 -1.89023 0.279
C 0.76772 3.19079 -2.57111 -0.648
C -0.72879 5.00632 -1.71924 -0.645
H -2.53519 1.91000 -4.32257 0.239
H -0.77412 1.79663 -4.16603 0.228
H -1.53603 3.34171 -4.56114 0.246
H -3.92295 2.78548 -2.53757 0.238
H -3.19804 4.37466 -2.78484 0.247
H -3.22987 3.66623 -1.16452 0.220
H 0.92249 2.11442 -2.66613 0.209
H 1.58610 3.60303 -1.98320 0.243
H 0.80484 3.63411 -3.56549 0.245
H -1.57971 5.24590 -1.08652 0.233
H -0.87583 5.47193 -2.69515 0.240
H 0.16853 5.43351 -1.27470 0.242
N 1.61248 0.58404 3.57228 -0.435
C 1.36565 0.50002 2.28988 0.321
N 0.08158 0.10097 2.07813 -0.479
C -0.48476 -0.12421 3.35819 0.152
C -1.73955 -0.57225 3.74048 -0.246
C -1.97609 -0.66983 5.10020 -0.153
C -1.00032 -0.32963 6.04666 -0.166
C 0.25327 0.11224 5.66737 -0.191
C 0.47864 0.19671 4.30398 0.080
H 2.49390 0.89257 3.96201 0.464
H 2.06148 0.72482 1.49771 0.283
H -2.49683 -0.85076 3.02115 0.229
H -2.93976 -1.01939 5.44393 0.243
H -1.23214 -0.41830 7.09872 0.252
H 1.00842 0.37377 6.39573 0.255
```

Relative energy (zero: lowest compared OMol25 entry of this formula, charge and spin) (kcal/mol): 4.0
Charge: +2
LUMO (hartree): -0.31807

---

# 4
The following is a DFT calculation (the ωB97M-V functional and the def2-TZVPD basis) of a cluster of 2 separate species, CH5NO3 in total.

Structure (XYZ):
```
10
Properties=species:S:1:pos:R:3:nbo_charge:R:1
N -1.04693 -0.33709 0.39069 -0.830
C -0.68427 -0.54764 -0.92229 0.863
O 0.27982 -0.01549 -1.58452 -0.660
O -1.15517 -1.67258 -1.45347 -0.696
H -2.08743 -0.48857 0.53066 0.402
H -0.75077 0.50875 0.89186 0.398
H -0.45868 -2.01588 -2.08565 0.521
O 2.06407 1.84933 1.42559 -0.940
H 2.66739 1.14327 1.53316 0.477
H 1.17199 1.57590 1.27399 0.464
```

Relative energy (zero: lowest compared OMol25 entry of this formula, charge and spin) (kcal/mol): 27.7
LUMO (hartree): 0.01385

---

The highest LUMO belongs to which entry? CH5NO3